Record 1
C28H26BeF5N3O2P2SSe2Te | ωB97M-V/def2-TZVPD

Last column: Löwdin charge in e.
Cartesian coordinates (Å):
1 Be 0.81 1.11 -3.05  -0.154
2 Se -2.69 -4.00 0.16  0.286
3 P -1.63 -2.29 0.73  0.482
4 C -2.68 -1.16 1.70  -0.364
5 C -3.79 -0.63 1.03  -0.107
6 C -4.68 0.20 1.69  -0.080
7 C -4.48 0.49 3.04  -0.082
8 C -3.39 -0.04 3.71  -0.070
9 C -2.49 -0.87 3.04  -0.105
10 C -0.18 -2.70 1.74  -0.355
11 C 1.12 -2.45 1.31  -0.087
12 C 2.20 -2.90 2.06  -0.081
13 C 1.99 -3.59 3.24  -0.078
14 C 0.69 -3.85 3.67  -0.069
15 C -0.39 -3.42 2.91  -0.112
16 C -1.05 -1.25 -0.64  -0.400
17 C -0.27 -0.11 -0.82  -0.362
18 N -0.25 0.11 -2.16  -0.097
19 N -1.00 -0.80 -2.77  -0.018
20 N -1.47 -1.63 -1.88  0.008
21 P 0.63 1.21 0.03  0.716
22 Se 2.21 1.78 -1.32  0.646
23 C 1.29 0.71 1.64  -0.339
24 C 0.44 0.57 2.73  -0.077
25 C 0.95 0.19 3.96  -0.060
26 C 2.31 -0.03 4.11  -0.067
27 C 3.16 0.14 3.03  -0.077
28 C 2.66 0.50 1.79  -0.113
29 C -0.56 2.54 0.29  -0.325
30 C -1.81 2.27 0.84  -0.072
31 C -2.72 3.30 1.03  -0.059
32 C -2.38 4.60 0.66  -0.066
33 C -1.15 4.86 0.09  -0.063
34 C -0.23 3.84 -0.10  -0.088
35 H -3.95 -0.87 -0.02  0.112
36 H -5.53 0.61 1.17  0.112
37 H -5.18 1.13 3.56  0.107
38 H -3.24 0.18 4.76  0.107
39 H -1.65 -1.29 3.57  0.086
40 H 1.30 -1.91 0.38  0.092
41 H 3.21 -2.70 1.71  0.110
42 H 2.83 -3.94 3.82  0.107
43 H 0.52 -4.41 4.58  0.107
44 H -1.40 -3.68 3.21  0.105
45 H -0.62 0.76 2.63  0.081
46 H 0.28 0.07 4.81  0.111
47 H 2.71 -0.32 5.08  0.111
48 H 4.23 -0.02 3.15  0.112
49 H 3.32 0.62 0.95  0.058
50 H -2.11 1.26 1.09  0.075
51 H -3.69 3.08 1.45  0.100
52 H -3.10 5.40 0.80  0.108
53 H -0.89 5.87 -0.22  0.111
54 H 0.73 4.04 -0.56  0.067
55 F -0.08 3.22 -6.64  -0.347
56 Te 1.27 2.51 -5.59  1.854
57 F 2.39 2.34 -7.05  -0.345
58 F 2.87 2.22 -4.65  -0.380
59 F 0.62 0.88 -6.26  -0.376
60 F 1.74 4.29 -5.40  -0.352
61 O 0.32 2.30 -4.03  -0.476
62 C 2.66 -1.65 -5.64  -0.219
63 S 1.31 -1.33 -4.52  0.974
64 C 1.83 -2.42 -3.20  -0.215
65 O 1.69 0.07 -4.02  -0.583
66 H 2.56 -2.66 -6.04  0.068
67 H 3.61 -1.51 -5.13  0.073
68 H 2.55 -0.92 -6.45  0.057
69 H 1.86 -3.44 -3.59  0.070
70 H 1.08 -2.37 -2.41  0.034
71 H 2.81 -2.10 -2.84  0.073

Results
HOMO level, eV: -7.974
HOMO-LUMO gap, eV: 7.76
Energy above the lowest of the compared OMol25 structures with the same formula, charge and spin, kcal per mole: 0.0
Total charge: 0


Record 2
C28H26Cl2F6PReSSb | ωB97M-V/def2-TZVPD

Last column: Löwdin charge in e.
Cartesian coordinates (Å):
1 Re -0.11 0.50 -0.25  1.091
2 Cl 0.18 1.59 1.81  0.878
3 C -1.31 1.67 2.64  -0.586
4 C -1.39 2.25 3.89  -0.066
5 C -2.62 2.29 4.53  -0.038
6 C -3.75 1.78 3.93  -0.069
7 C -3.67 1.21 2.67  -0.674
8 Cl -5.06 0.59 1.88  0.742
9 C -2.44 1.13 2.01  -0.626
10 S -2.37 0.45 0.42  0.769
11 H -0.51 2.67 4.35  0.120
12 H -2.69 2.75 5.51  0.122
13 H -4.70 1.82 4.44  0.119
14 C -3.08 0.53 -2.66  -0.084
15 C -2.51 -0.16 -3.85  -0.257
16 C -3.20 -0.22 -5.05  -0.019
17 C -2.68 -0.88 -6.15  -0.048
18 C -1.44 -1.50 -6.06  -0.055
19 C -0.73 -1.44 -4.88  -0.102
20 C -1.26 -0.78 -3.77  -0.292
21 P -0.21 -0.86 -2.27  1.043
22 C 1.40 -0.52 -3.07  -0.343
23 C 1.38 0.70 -3.76  -0.114
24 C 2.52 1.18 -4.37  -0.045
25 C 3.68 0.43 -4.31  -0.041
26 C 3.70 -0.79 -3.66  -0.026
27 C 2.57 -1.28 -3.00  -0.284
28 C 2.65 -2.58 -2.26  -0.034
29 C -0.51 -2.55 -1.65  -0.313
30 C -0.80 -3.63 -2.48  -0.059
31 C -1.13 -4.86 -1.93  -0.052
32 C -1.21 -5.00 -0.56  -0.044
33 C -0.95 -3.93 0.27  -0.027
34 C -0.58 -2.70 -0.26  -0.316
35 C -0.23 -1.60 0.70  -0.230
36 H -4.10 0.86 -2.83  0.095
37 H -2.48 1.42 -2.42  0.062
38 H -3.06 -0.15 -1.82  0.004
39 H -4.17 0.25 -5.13  0.119
40 H -3.23 -0.92 -7.08  0.114
41 H -1.02 -2.02 -6.91  0.114
42 H 0.24 -1.90 -4.82  0.111
43 H 0.47 1.27 -3.79  0.102
44 H 2.49 2.13 -4.87  0.117
45 H 4.59 0.80 -4.77  0.113
46 H 4.61 -1.37 -3.64  0.120
47 H 3.63 -2.70 -1.82  0.093
48 H 2.49 -3.42 -2.95  0.099
49 H 1.89 -2.63 -1.48  0.055
50 H -0.77 -3.51 -3.55  0.099
51 H -1.34 -5.69 -2.58  0.114
52 H -1.50 -5.95 -0.13  0.115
53 H -1.02 -4.03 1.34  0.122
54 H 0.72 -1.86 1.16  0.067
55 H -0.97 -1.60 1.50  0.051
56 F 0.96 2.16 -1.35  -0.452
57 Sb 0.17 4.06 -1.18  1.508
58 F 1.71 4.54 -2.15  -0.319
59 F -0.78 5.61 -0.73  -0.316
60 F -0.74 3.58 -2.79  -0.345
61 F -1.22 2.97 -0.33  -0.457
62 F 1.07 4.08 0.52  -0.376
63 C 2.03 0.13 0.17  -0.211
64 H 2.27 -0.46 1.05  0.020
65 H 2.41 1.14 0.32  0.012
66 H 2.52 -0.30 -0.70  0.012

Results
HOMO level (alpha / beta), eV: -11.750 / -11.925
HOMO-LUMO gap (alpha / beta), eV: 6.17 / 6.37
Spin multiplicity: 3
Total charge: +1


Record 3
C28H26FN6O5Pt | ωB97M-V/def2-TZVPD

Last column: Löwdin charge in e.
Cartesian coordinates (Å):
1 Pt 0.29 0.43 0.43  1.233
2 O 3.28 3.09 0.83  0.128
3 C 2.38 2.37 0.49  -0.418
4 N 2.06 1.11 0.96  -0.050
5 C 2.79 0.33 1.80  -0.430
6 O 3.95 0.43 2.12  0.121
7 C 1.92 -0.80 2.33  -0.160
8 C 2.48 -1.81 3.10  0.020
9 C 1.65 -2.79 3.61  -0.035
10 C 0.29 -2.73 3.35  -0.037
11 C -0.20 -1.70 2.57  -0.100
12 N 0.60 -0.76 2.06  -0.046
13 C 1.39 2.80 -0.60  -0.164
14 C 1.55 3.98 -1.29  0.020
15 C 0.67 4.28 -2.32  -0.029
16 C -0.34 3.38 -2.62  -0.027
17 C -0.46 2.21 -1.88  -0.077
18 N 0.39 1.94 -0.89  -0.071
19 H 3.54 -1.78 3.28  0.128
20 H 2.06 -3.59 4.22  0.112
21 H -0.40 -3.45 3.76  0.111
22 H -1.25 -1.59 2.35  0.123
23 H 2.37 4.63 -1.01  0.129
24 H 0.77 5.19 -2.88  0.117
25 H -1.04 3.57 -3.42  0.114
26 H -1.24 1.48 -2.04  0.116
27 C -4.19 -5.92 1.70  -0.062
28 C -3.83 -5.62 0.26  -0.189
29 N -2.66 -4.75 0.15  -0.035
30 C -2.85 -3.40 0.05  0.028
31 C -1.89 -2.46 -0.11  -0.040
32 C -2.42 -1.03 -0.15  -0.598
33 O -3.64 -0.90 -0.16  0.041
34 O -1.62 -0.02 -0.21  -0.208
35 C -0.51 -2.90 -0.27  -0.344
36 O 0.44 -2.19 -0.58  0.022
37 C -0.30 -4.35 -0.04  -0.050
38 C 1.00 -4.83 -0.02  0.088
39 C 1.24 -6.17 0.17  -0.188
40 F 2.53 -6.59 0.17  0.055
41 C 0.21 -7.09 0.35  -0.141
42 C -1.09 -6.60 0.36  0.048
43 C -1.37 -5.24 0.15  -0.128
44 N 0.41 -8.48 0.56  -0.096
45 C 1.76 -9.00 0.79  -0.135
46 C 1.66 -10.50 1.10  -0.075
47 N 0.29 -10.74 1.67  0.054
48 C -0.74 -10.61 0.58  -0.070
49 C -0.35 -9.40 -0.28  -0.128
50 H -5.07 -6.56 1.75  0.081
51 H -4.42 -5.00 2.24  0.084
52 H -3.38 -6.42 2.23  0.067
53 H -4.65 -5.11 -0.24  0.128
54 H -3.63 -6.53 -0.31  0.113
55 H -3.88 -3.07 0.11  0.146
56 H 1.81 -4.14 -0.18  0.145
57 H -1.90 -7.28 0.57  0.103
58 H 2.20 -8.47 1.63  0.137
59 H 2.43 -8.87 -0.07  0.136
60 H 2.41 -10.82 1.82  0.140
61 H 1.73 -11.12 0.21  0.137
62 H 0.11 -10.01 2.36  0.183
63 H 0.22 -11.65 2.13  0.186
64 H -1.71 -10.47 1.07  0.136
65 H -0.75 -11.54 0.02  0.138
66 H -1.24 -8.92 -0.66  0.125
67 H 0.24 -9.72 -1.15  0.139

Results
HOMO level, eV: -9.912
HOMO-LUMO gap, eV: 6.55
Energy above the lowest of the compared OMol25 structures with the same formula, charge and spin, kcal per mole: 15.0
Total charge: +1


Record 4
C28H26IrNOS3 | ωB97M-V/def2-TZVPD

Last column: Löwdin charge in e.
Cartesian coordinates (Å):
1 Ir 0.32 0.24 -0.26  0.857
2 C -1.51 -2.03 3.49  -0.118
3 C -1.08 -1.62 2.12  -0.711
4 S -0.38 -0.05 2.08  0.747
5 C -1.23 -2.45 1.02  -0.733
6 C -1.98 -3.75 1.10  -0.102
7 S -0.62 -2.10 -0.54  0.781
8 H -1.22 -1.26 4.20  0.063
9 H -1.03 -2.97 3.77  0.098
10 H -2.59 -2.17 3.54  0.099
11 H -2.14 -4.07 2.12  0.076
12 H -1.44 -4.52 0.56  0.084
13 H -2.94 -3.64 0.61  0.098
14 O -1.49 1.36 -1.09  -0.634
15 S -2.04 2.32 -0.08  1.036
16 C -2.59 3.76 -1.03  -0.365
17 C -3.69 4.45 -0.56  -0.079
18 C -4.15 5.55 -1.26  -0.058
19 C -3.51 5.95 -2.43  -0.055
20 C -2.42 5.23 -2.90  -0.051
21 C -1.97 4.12 -2.21  -0.064
22 C -0.52 3.09 0.57  -0.418
23 C -0.50 3.58 1.86  -0.085
24 C 0.67 4.12 2.36  -0.041
25 C 1.81 4.16 1.56  -0.047
26 C 1.78 3.66 0.27  -0.041
27 C 0.62 3.10 -0.23  -0.134
28 H -4.19 4.13 0.34  0.110
29 H -5.01 6.10 -0.91  0.114
30 H -3.86 6.81 -2.97  0.114
31 H -1.93 5.53 -3.82  0.114
32 H -1.15 3.53 -2.59  0.106
33 H -1.40 3.55 2.45  0.117
34 H 0.70 4.50 3.37  0.118
35 H 2.71 4.61 1.95  0.116
36 H 2.66 3.73 -0.36  0.116
37 H 0.57 2.79 -1.27  0.092
38 C 3.03 2.02 -4.21  -0.070
39 C 4.02 1.97 -3.24  -0.062
40 C 3.85 1.19 -2.11  -0.023
41 C 2.65 0.49 -1.92  -0.329
42 C 1.66 0.53 -2.92  -0.061
43 C 1.86 1.28 -4.06  -0.073
44 N 2.35 -0.16 -0.75  -0.092
45 C 3.28 -0.85 -0.04  -0.307
46 C 4.38 -1.45 -0.68  -0.029
47 C 5.28 -2.20 0.05  -0.076
48 C 5.12 -2.36 1.42  -0.083
49 C 4.03 -1.78 2.06  -0.083
50 C 3.10 -1.06 1.34  -0.044
51 H 3.17 2.64 -5.08  0.107
52 H 4.92 2.55 -3.35  0.112
53 H 4.61 1.16 -1.34  0.123
54 H 0.76 -0.06 -2.79  0.088
55 H 1.11 1.29 -4.83  0.112
56 H 4.48 -1.35 -1.75  0.114
57 H 6.12 -2.66 -0.46  0.108
58 H 5.83 -2.94 1.98  0.102
59 H 3.90 -1.91 3.13  0.106
60 H 2.25 -0.60 1.83  0.042

Results
HOMO level (alpha / beta), eV: -9.742 / -9.666
HOMO-LUMO gap (alpha / beta), eV: 5.25 / 4.73
Spin multiplicity: 2
Energy above the lowest of the compared OMol25 structures with the same formula, charge and spin, kcal per mole: 52.1
Total charge: +1